# 1
113
Properties=species:S:1:pos:R:3:forces:R:3 method="wB97M-V/def2-TZVPD" total_charge=0 homo_energy_ha="-0.2317 / -0.2659" multiplicity=3 energy_ev=-118435.7615 s_squared=2.015 e_above_lowest_kcal_mol=22.11 largest_force_ev_per_a=2.40 gap_ev="5.418 / 6.133"
W -0.9805 0.7152 1.0014 1.7 -1.7 0.3
C -2.7653 -0.9528 4.8067 0.0 0.0 0.1
C -2.7419 -0.1547 3.5083 -0.2 -0.2 -0.5
N -1.4884 -0.2773 2.7770 -0.1 0.0 0.3
N -0.7329 -1.2702 3.3287 0.1 0.0 -0.1
C 0.4274 -1.4828 2.8489 0.1 -0.1 -0.1
S 1.1095 -0.5453 1.5379 -0.3 -0.1 0.2
S 1.2439 -2.9258 3.4723 0.0 0.0 0.0
C 2.7951 -2.2633 4.1482 -0.1 0.0 -0.1
C 3.9239 -2.0140 3.1786 0.0 0.0 0.0
C 4.6804 -0.8517 3.2717 0.0 0.0 0.0
C 5.7913 -0.6581 2.4602 -0.1 0.0 0.0
C 6.1487 -1.6236 1.5305 0.0 0.1 0.0
C 5.3851 -2.7783 1.4159 0.0 0.0 0.0
C 4.2839 -2.9722 2.2363 0.0 0.0 -0.1
C -3.1815 1.2784 3.7211 -0.2 -0.1 0.1
C -3.8653 1.6769 4.8712 0.0 0.1 0.0
C -4.3704 2.9602 5.0079 0.0 0.0 0.0
C -4.2114 3.8806 3.9800 0.0 0.0 0.0
C -3.5181 3.5193 2.8390 -0.1 0.1 0.1
C -3.0019 2.2331 2.7233 0.3 -0.2 -0.1
O -2.3065 1.9292 1.6192 -1.0 0.8 0.2
H -2.1040 -0.4883 5.5412 0.0 -0.1 0.0
H -2.4216 -1.9673 4.6407 -0.1 0.0 0.0
H -3.7794 -0.9822 5.1960 0.0 0.1 0.1
H 3.0955 -3.0379 4.8570 0.0 0.0 0.1
H 2.5631 -1.3660 4.7214 0.0 0.0 0.0
H 4.4068 -0.0962 3.9999 0.0 0.0 0.0
H 6.3734 0.2508 2.5524 0.0 0.0 0.0
H 7.0121 -1.4735 0.8944 0.0 0.0 0.0
H 5.6530 -3.5360 0.6894 0.0 0.0 0.0
H 3.6908 -3.8748 2.1465 0.0 0.0 0.0
H -4.0259 0.9720 5.6731 0.0 0.0 0.0
H -4.9055 3.2329 5.9077 0.0 0.0 0.0
H -4.6343 4.8735 4.0640 0.0 0.0 0.0
H -3.3847 4.2021 2.0086 0.0 0.0 0.0
S -4.1975 -1.0717 2.5652 0.1 0.2 0.1
C -4.7697 0.1459 1.4295 -0.4 0.1 0.4
C -5.9218 0.9280 1.8210 0.3 -0.2 -0.1
N -6.8347 1.5436 2.1520 0.0 0.0 0.0
C -4.1592 0.3705 0.2567 0.2 0.2 -0.4
S -2.7089 -0.4760 -0.2659 -0.2 0.0 -0.2
C -4.5829 1.4310 -0.6285 0.1 -0.2 0.2
N -4.8087 2.2944 -1.3547 0.0 0.0 0.0
N 0.8130 3.6378 3.7842 0.0 0.0 -0.1
C 0.4899 2.3500 3.6060 0.1 0.0 0.1
N 0.1658 2.1806 2.3476 -0.2 0.1 -0.4
C 0.2841 3.4144 1.7991 0.0 0.1 -0.3
N 0.6789 4.3383 2.6381 0.1 0.0 0.1
C -0.1243 3.6040 0.4033 0.2 0.1 0.4
C -0.0907 4.8308 -0.2368 -0.1 0.1 -0.1
N -0.6185 5.0071 -1.4457 0.0 0.0 0.2
C -1.1862 3.9419 -2.0014 0.1 0.0 0.0
C -1.1624 2.6926 -1.3984 0.1 0.0 -0.2
N -0.6052 2.5121 -0.2019 -0.3 0.7 -0.5
H 1.0890 4.1066 4.6309 0.0 0.0 0.0
H 0.5096 1.5872 4.3681 0.0 0.0 0.0
H 0.3575 5.6809 0.2626 0.0 0.0 0.0
H -1.6770 4.0765 -2.9574 0.0 0.0 0.0
H -1.6020 1.8238 -1.8611 0.0 0.0 0.0
O 0.0206 0.0081 -1.0489 -0.1 0.2 0.1
P 0.5899 -0.6655 -2.2835 0.0 -0.1 0.1
C -0.2350 -0.0257 -3.7899 0.0 0.0 -0.1
C 0.3391 -0.5933 -5.1117 -0.1 -0.1 0.1
C -0.4606 -1.7630 -5.6849 0.0 0.1 0.0
C -1.9132 -1.3534 -5.8995 0.0 0.0 0.1
C -2.5497 -1.0067 -4.5591 0.1 0.1 0.0
C -1.7813 0.0863 -3.8123 0.0 0.0 0.0
C 0.4952 -2.4852 -2.2241 -0.1 -0.1 0.1
C 1.4441 -3.0443 -1.1181 0.0 0.0 -0.1
C 0.8536 -4.1350 -0.2257 0.0 0.0 -0.1
C -0.5796 -3.7994 0.1564 0.0 0.0 -0.1
C -1.4244 -3.9265 -1.0998 0.1 0.1 0.0
C -1.0072 -2.9111 -2.1738 0.1 0.0 0.1
C 2.3739 -0.2901 -2.6011 0.0 0.1 0.1
C 3.2929 -0.3087 -1.3370 0.0 0.1 0.0
C 3.8806 1.0666 -0.9932 0.0 -0.1 -0.1
C 2.7958 2.1260 -1.1158 0.0 0.0 0.0
C 2.3763 2.2818 -2.5872 0.0 -0.1 0.1
C 2.6547 1.0059 -3.3889 0.0 0.0 0.1
H 0.1172 1.0087 -3.7057 0.0 0.0 0.0
H 1.3839 -0.8821 -4.9936 0.0 0.0 0.0
H 0.3228 0.2111 -5.8545 0.0 0.0 0.0
H -0.4227 -2.6215 -5.0077 0.0 0.0 0.0
H -0.0016 -2.0740 -6.6256 0.0 0.0 0.0
H -2.4747 -2.1525 -6.3867 0.0 0.0 0.0
H -1.9421 -0.4830 -6.5649 0.0 0.0 0.0
H -2.6061 -1.9101 -3.9547 0.0 0.0 0.0
H -3.5760 -0.6616 -4.6986 0.0 0.0 0.0
H -2.1704 0.1524 -2.7953 0.0 0.0 0.0
H -2.0145 1.0388 -4.3017 0.0 0.0 0.0
H 0.8994 -2.7808 -3.1976 0.0 -0.1 0.0
H 1.7403 -2.2459 -0.4455 0.0 0.1 0.0
H 2.3543 -3.4151 -1.5943 0.0 0.1 0.0
H 1.4867 -4.2341 0.6569 0.0 0.0 0.0
H 0.8599 -5.1005 -0.7449 0.0 0.0 0.0
H -0.6339 -2.7759 0.5404 0.0 0.0 0.1
H -0.9464 -4.4599 0.9440 0.0 0.0 0.0
H -2.4835 -3.7750 -0.8839 0.0 0.0 0.0
H -1.3091 -4.9440 -1.4860 0.0 0.0 0.0
H -1.6214 -2.0235 -2.0207 0.0 0.0 0.0
H -1.2783 -3.3122 -3.1493 0.0 0.1 0.0
H 2.6577 -1.1307 -3.2418 0.1 0.0 0.0
H 4.0975 -1.0308 -1.4878 0.0 0.0 0.0
H 2.7430 -0.6315 -0.4586 0.0 -0.1 0.0
H 4.7208 1.3177 -1.6490 0.0 0.0 0.0
H 4.2676 1.0245 0.0230 0.1 0.0 0.1
H 3.1263 3.0861 -0.7113 0.0 0.0 0.0
H 1.9434 1.7969 -0.5162 -0.1 0.0 0.0
H 2.9269 3.1044 -3.0492 0.0 0.0 0.0
H 1.3189 2.5432 -2.6498 -0.1 0.1 0.0
H 3.7179 0.9803 -3.6392 0.0 0.0 0.0
H 2.1278 1.0320 -4.3409 0.0 0.0 0.0

# 2
100
Properties=species:S:1:pos:R:3:forces:R:3 method="wB97M-V/def2-TZVPD" total_charge=0 homo_energy_ha=-0.3291 multiplicity=1 energy_ev=-116117.7260 e_above_lowest_kcal_mol=106.85 largest_force_ev_per_a=8.80 gap_ev=8.771
C -1.8920 0.4872 4.0136 0.0 -1.4 -0.3
C -2.8442 -0.5481 4.5374 -1.5 0.6 -0.5
O -3.5028 0.1758 5.6478 -0.4 -2.3 -1.4
C -2.7394 1.1779 6.0043 -0.2 0.9 3.1
O -2.9451 1.8056 7.0326 0.9 -0.5 -2.3
O -1.6899 1.2726 5.1813 1.3 1.5 -0.7
H -2.3235 0.9627 3.1328 0.0 0.9 0.5
H -1.0102 -0.0161 3.6169 0.5 0.5 0.5
H -2.3775 -1.5035 4.7774 -0.2 0.2 0.8
H -3.6039 -0.7008 3.7709 -0.2 -0.4 0.3
C 3.6919 1.7785 -4.1379 -0.4 2.1 -2.0
C 4.8363 1.3403 -4.9511 0.0 1.1 -3.8
O 5.6737 0.6062 -4.1329 2.9 0.5 -4.2
C 5.0546 0.3712 -3.1019 -1.2 -1.8 8.3
O 5.5556 -0.0763 -2.0771 -1.8 0.5 -2.0
O 3.7410 0.8280 -3.1965 -0.2 -1.9 3.6
H 2.7565 1.7427 -4.6964 -0.1 -0.1 0.0
H 3.8594 2.8310 -3.9094 -0.2 0.1 1.4
H 5.4271 2.1862 -5.3024 -0.2 -0.3 -0.7
H 4.3530 0.7074 -5.6954 1.1 -0.1 -0.7
C -0.1610 -7.0131 -0.4209 0.7 -0.8 0.0
C -1.0327 -6.2124 0.4823 -2.2 -2.0 -1.4
O -0.8041 -4.9041 0.0174 -1.6 0.6 1.2
C 0.4142 -4.8615 -0.3958 5.6 2.2 0.5
O 1.0856 -3.8246 -0.4722 -1.9 -2.5 -0.6
O 0.9656 -6.1291 -0.4813 -0.5 1.1 -0.8
H -0.5574 -7.2287 -1.4131 -0.1 0.4 -0.1
H 0.0936 -7.9778 0.0179 0.4 0.2 0.0
H -0.7901 -6.5213 1.4991 -0.1 1.2 0.3
H -2.0600 -6.4139 0.1788 -0.3 -0.1 0.9
C 3.4084 -1.5022 0.2802 1.0 -0.9 1.4
C 2.8542 -2.2182 1.5662 -0.9 3.0 -0.1
O 3.4306 -3.4680 1.5316 -3.1 -1.3 4.8
C 4.0769 -3.6488 0.5022 4.1 -5.0 -6.0
O 4.4954 -4.7446 0.0529 -1.0 3.0 1.7
O 4.3036 -2.5136 -0.1137 1.2 0.3 -2.5
H 4.0932 -0.6745 0.4648 -0.9 0.6 -0.1
H 2.6755 -1.3811 -0.5175 0.1 0.3 0.4
H 1.7739 -2.2447 1.4237 0.0 -0.4 0.7
H 3.1588 -1.7514 2.5029 -0.4 0.2 -0.2
C 1.6714 3.0247 4.8292 -0.2 -0.4 2.2
C 2.1436 1.9701 5.9111 -0.9 1.5 0.6
O 2.2967 0.8398 5.1534 0.6 -1.9 -0.2
C 1.9349 1.0541 3.9010 -0.2 -6.2 -2.4
O 1.7603 0.1235 3.1003 0.7 2.1 1.8
O 1.7679 2.2712 3.6186 -0.1 4.3 -0.6
H 2.3024 3.8972 4.9986 0.1 0.0 -1.2
H 0.6238 3.3088 4.9286 0.1 0.0 0.2
H 1.4076 1.7149 6.6734 -0.2 0.5 0.1
H 3.0755 2.2309 6.4128 0.1 0.1 -0.2
C 0.7177 -0.0619 -1.9547 1.8 -1.2 0.9
C -0.4731 -0.9539 -1.7392 -0.5 0.4 -1.1
O -0.8228 -0.6260 -0.4364 -2.4 -1.3 3.0
C -0.1759 0.3594 0.1169 -0.2 3.8 3.2
O -0.4009 0.9854 1.2177 0.5 -3.3 -4.7
O 0.7468 0.7588 -0.7537 0.6 1.1 -0.7
H 0.7953 0.4709 -2.9024 -0.3 0.3 0.4
H 1.6010 -0.6851 -1.8151 0.2 0.2 -0.7
H -0.3096 -2.0296 -1.8040 0.2 0.3 -0.2
H -1.3064 -0.6355 -2.3656 -0.1 -0.3 -0.1
C -3.4159 -3.1295 -0.7924 -1.3 -0.7 -0.1
S -5.2128 -2.6941 -0.3321 1.6 0.3 -1.0
O -5.9662 -3.9711 -0.3743 0.2 0.1 0.7
C -4.8458 -2.1524 1.3636 -0.2 -1.5 1.3
H -2.9810 -3.6968 0.0305 0.4 0.9 0.2
H -2.8934 -2.2917 -1.2542 0.1 0.1 0.8
H -3.4399 -3.8969 -1.5661 -0.7 0.1 -0.3
H -5.7518 -2.2643 1.9592 -0.7 1.1 -0.5
H -4.3049 -1.2139 1.4846 -0.4 0.1 -0.5
H -4.3412 -2.8899 1.9878 1.0 -0.5 -0.7
C 2.0507 5.8964 -1.2926 0.4 0.4 0.8
S 0.2561 5.4741 -1.1408 0.7 0.4 -3.4
O -0.4923 6.3555 -2.1440 0.9 -1.1 1.7
C 0.4759 3.8999 -2.1224 0.1 -0.6 0.7
H 2.2284 6.9562 -1.1099 -0.5 0.1 0.0
H 2.5916 5.6627 -2.2097 -0.7 -0.3 -0.3
H 2.5943 5.4043 -0.4861 -0.2 -0.3 0.1
H 0.8924 4.0728 -3.1148 -0.8 0.7 -0.2
H -0.4860 3.3891 -2.0782 -0.1 0.3 -0.5
H 1.1759 3.1425 -1.7696 0.2 0.3 1.0
C -1.2768 4.6031 2.9771 1.0 -0.1 0.0
S -3.0792 4.4492 3.0191 -0.8 1.1 -0.9
O -3.7394 5.7418 2.5730 1.0 -1.3 0.6
C -3.0316 3.3865 1.5559 -0.2 -0.5 -0.4
H -0.8134 3.6630 3.2763 -0.4 -0.4 0.0
H -0.8246 5.3227 3.6595 -0.7 0.4 0.0
H -0.9024 4.7816 1.9691 -0.3 0.3 -0.1
H -2.5637 3.9295 0.7348 0.3 0.0 0.2
H -3.9819 3.0408 1.1491 -0.4 0.4 0.6
H -2.4939 2.4790 1.8303 0.4 0.2 -0.2
C -1.6054 -2.1869 -6.7633 -0.6 0.5 0.1
S -1.7891 -1.8451 -4.9718 2.7 0.4 -0.4
O -0.3184 -2.0156 -4.5155 -2.1 0.2 -0.2
C -1.9534 -0.0174 -5.1146 0.0 -0.1 0.0
H -1.3978 -3.2432 -6.9342 0.1 0.1 0.3
H -0.7949 -1.5373 -7.0936 0.2 -0.3 0.1
H -2.4938 -1.9139 -7.3328 -0.2 0.0 0.2
H -1.6062 0.4274 -4.1820 0.0 -0.3 0.1
H -2.9733 0.3316 -5.2762 -0.1 -0.3 -0.1
H -1.2962 0.3375 -5.9086 0.0 -0.1 0.0

# 3
46
Properties=species:S:1:pos:R:3:forces:R:3 method="wB97M-V/def2-TZVPD" total_charge=0 homo_energy_ha=-0.3159 multiplicity=1 energy_ev=-46981.1511 e_above_lowest_kcal_mol=0.78 largest_force_ev_per_a=3.39 gap_ev=8.475
O -1.7140 -4.7258 -4.1465 -0.2 -0.5 -0.3
O -3.1774 -1.5549 -0.4230 1.1 -0.3 -0.5
F 1.9871 4.8041 3.9108 -1.0 0.7 0.2
F 1.5658 3.8860 5.8909 0.7 1.0 -0.7
F 3.5814 4.7108 5.3150 -0.6 -0.2 0.8
N 0.0752 -1.9171 -2.0092 0.1 -0.2 -0.7
S 3.0123 2.4603 4.2158 0.0 0.0 0.1
C -1.1808 -3.9364 -3.3875 -1.2 -1.7 -1.4
C -1.9741 -1.4012 -0.6499 -1.5 1.6 1.5
C 0.6858 -2.5912 -2.9915 1.9 1.9 1.6
C -1.8930 -3.2399 -2.3930 -0.8 2.3 2.4
C -1.2558 -2.2265 -1.6819 1.1 -1.6 -2.2
C 1.3014 2.4613 2.0127 0.0 -0.6 0.5
C 0.6105 1.1292 3.9203 0.1 0.1 0.3
C 0.1917 2.0084 1.3024 -0.6 -0.5 0.4
C -0.4857 0.6685 3.2111 -0.6 0.3 -1.2
C 1.5468 1.9832 3.3224 -0.7 0.3 -0.4
C -0.7208 1.0777 1.8641 1.4 0.2 1.0
N 0.1632 -3.7138 -3.5584 1.3 1.5 -0.2
N 1.9862 -2.1754 -3.4132 -1.2 -0.7 0.5
N -1.2923 -0.3908 0.0117 1.5 -0.7 -0.7
C 2.4732 4.0736 4.8986 0.8 -1.5 -0.6
C 2.5410 -0.8727 -3.0067 -0.4 -0.5 1.4
C 2.8858 -3.1280 -4.0907 0.0 0.9 0.2
C -3.5289 2.3630 1.4867 -0.2 0.3 0.5
C -2.7356 1.6396 0.4430 1.4 0.0 -0.4
C -1.8557 0.5092 1.0514 0.0 0.3 -1.1
H -2.9807 -3.4349 -2.3120 1.0 0.1 0.1
H 1.9863 3.1611 1.5462 0.0 -0.1 0.1
H 0.6719 0.8321 4.9763 0.4 0.2 -0.6
H -0.0129 2.3860 0.2987 0.3 -0.1 0.2
H -1.1946 0.0181 3.7345 0.2 0.1 -0.4
H 0.5388 -3.9923 -4.4666 -0.3 -0.3 0.5
H -0.2636 -0.3804 -0.1064 -1.1 0.0 0.0
H 1.9723 -0.0513 -3.4162 -0.1 0.2 -0.3
H 3.5984 -0.7845 -3.2588 -0.3 -0.2 -0.4
H 2.5092 -0.7583 -1.9029 -0.2 -0.1 -0.5
H 2.7143 -3.1088 -5.1639 0.1 -0.2 -0.2
H 3.9407 -2.8520 -3.9198 -0.6 0.0 0.0
H 2.7646 -4.1232 -3.6991 -0.2 -0.5 0.1
H -2.8483 2.7803 2.2608 -0.6 -0.1 -0.4
H -4.0917 3.1785 1.0067 0.1 -0.2 0.4
H -4.2281 1.6640 1.9551 -0.1 0.3 0.1
H -2.0524 2.3836 -0.0081 -0.3 -0.4 -0.1
H -3.3637 1.2492 -0.3509 -0.1 -0.2 0.0
H -2.4538 -0.0684 1.7208 -0.6 -0.6 0.3